Entry P
Density functional theory data (ωB97M-V/def2-TZVPD) for C6H8O3S in the gas phase.

XYZ file:
```
18
Properties=species:S:1:pos:R:3:lowdin_charge:R:1
C 1.69 0.37 0.36 -0.092
C -1.30 -1.40 0.61 -0.202
C 2.15 -0.32 1.22 0.152
C -0.55 -2.31 0.05 -0.001
C -0.19 0.70 -1.20 -0.152
C 1.09 1.29 -0.61 -0.435
O -2.72 0.50 -0.44 -0.311
O -1.08 1.13 1.28 -0.313
O 0.86 2.55 -0.05 -0.017
S -1.40 0.33 0.12 0.676
H 2.56 -0.93 1.97 0.030
H -2.00 -1.59 1.40 0.093
H 0.15 -2.09 -0.74 0.055
H -0.58 -3.34 0.36 0.070
H -0.69 1.44 -1.82 0.115
H -0.02 -0.21 -1.77 0.099
H 1.81 1.46 -1.43 0.159
H 0.23 2.43 0.69 0.074
```

Properties
- Net charge: 0
- Molecular weight: 160.19 g/mol
- Orbital gap: 11.06 eV
- SMILES: C#C[C@H](O)CS(=O)(=O)C=C
- HOMO: -10.39 eV

Entry Q
Density functional theory data (ωB97M-V/def2-TZVPD) for C6H8O3S in the gas phase.

XYZ file:
```
18
Properties=species:S:1:pos:R:3:lowdin_charge:R:1
C -1.13 0.21 -1.57 -0.266
C -0.62 0.53 1.48 -0.234
C 1.37 0.62 0.10 -0.113
C -1.29 -0.86 -0.93 -0.083
C 0.45 -0.15 0.79 -0.224
C 2.38 0.00 -0.83 -0.076
O -0.82 1.13 -2.25 0.189
O -2.13 -1.60 1.50 -0.300
O -3.13 0.49 0.57 -0.290
S -2.01 -0.37 0.78 0.699
H -0.53 0.49 2.55 0.115
H -0.62 1.59 1.18 0.117
H 0.99 1.62 -0.10 0.103
H -1.25 -1.88 -0.95 0.088
H 0.36 -1.20 0.83 0.096
H 2.00 -0.03 -1.78 0.042
H 2.65 -1.00 -0.58 0.074
H 3.34 0.44 -0.80 0.064
```

Properties
- Net charge: 0
- Molecular weight: 160.19 g/mol
- Orbital gap: 8.96 eV
- SMILES: C/C=C/CS(=O)(=O)C=C=O
- HOMO: -9.29 eV

entry P comes first in stability; the runner-up is 0.0120 hartree higher.

Entry P
Density functional theory data (ωB97M-V/def2-TZVPD) for a molecular structure, C6H15NO2.

XYZ file:
```
24
Properties=species:S:1:pos:R:3:lowdin_charge:R:1
C 0.62 -1.88 -0.30 -0.245
C 2.81 -0.64 0.22 -0.019
C 1.46 -1.09 0.70 -0.435
O 0.07 -1.00 -1.24 -0.198
O 1.01 -0.76 1.78 0.064
H -0.36 0.08 -0.82 0.130
H -0.14 -2.44 0.27 0.118
H 1.25 -2.62 -0.82 0.122
H 2.73 -0.30 -0.82 0.087
H 3.22 0.13 0.86 0.084
H 3.49 -1.50 0.23 0.089
C -1.98 0.11 0.49 -0.161
C -1.03 1.48 -0.51 -0.223
C 0.09 2.11 0.31 -0.139
N -2.54 -0.86 -0.29 0.002
H -3.38 -0.59 -0.79 0.089
H -1.85 -1.27 -0.94 0.074
H -1.17 -0.23 1.13 0.073
H -2.70 0.74 1.01 0.105
H -0.83 1.58 -1.59 0.101
H -1.90 2.15 -0.45 0.081
H 1.05 1.67 0.05 0.055
H -0.09 1.96 1.38 0.075
H 0.16 3.18 0.13 0.069
```

Properties
- Net charge: 0
- Molecular weight: 133.19 g/mol
- Orbital gap: 9.61 eV
- HOMO: -8.68 eV

Entry Q
Density functional theory data (ωB97M-V/def2-TZVPD) for 2 unconnected molecules or ions with the total composition C6H15NO2.

XYZ file:
```
24
Properties=species:S:1:pos:R:3:lowdin_charge:R:1
C 1.01 -1.47 0.01 -0.610
C 2.47 -1.18 -0.22 0.001
O 0.25 -1.88 -0.91 -0.053
O 0.81 -1.98 1.29 0.036
H -1.00 -0.79 -0.81 0.098
H 0.03 -2.55 1.24 0.109
H 0.54 0.03 0.27 0.109
H 2.59 -0.57 -1.12 0.079
H 2.91 -0.67 0.64 0.091
H 2.99 -2.12 -0.38 0.095
C -2.35 -0.28 0.70 -0.049
C 0.43 1.52 -1.29 -0.068
N -1.46 0.08 -0.41 0.005
C -0.18 1.02 0.01 -0.461
C -0.42 1.94 1.03 -0.081
H -1.99 0.56 -1.15 0.155
H -3.09 -1.01 0.37 0.093
H -1.74 -0.70 1.50 0.089
H -2.84 0.62 1.07 0.084
H 0.57 0.69 -1.99 0.075
H -0.19 2.29 -1.75 0.081
H 1.41 1.96 -1.09 0.087
H -0.85 1.63 1.97 0.013
H 0.14 2.86 1.02 0.021
```

Properties
- Net charge: 0
- Molecular weight: 133.19 g/mol
- Orbital gap: 6.79 eV
- HOMO: -6.12 eV

Entry R
Density functional theory data (ωB97M-V/def2-TZVPD) for 2 unconnected molecules or ions with the total composition C6H15NO2.

XYZ file:
```
24
Properties=species:S:1:pos:R:3:lowdin_charge:R:1
O -2.65 1.41 -0.03 0.048
C -2.26 0.63 0.81 -0.209
C -0.81 0.29 0.99 -0.380
C -0.46 -1.02 0.26 -0.143
C 1.07 -1.33 0.23 -0.201
C 2.02 -0.15 -0.01 -0.262
C 1.79 0.57 -1.34 -0.098
N -0.55 0.11 2.41 0.061
H -2.95 0.17 1.53 0.131
H -0.15 1.05 0.57 0.124
H -0.88 -1.83 0.86 0.114
H -0.88 -1.09 -0.71 0.094
H 1.31 -1.87 1.14 0.097
H 1.23 -1.98 -0.62 0.105
H 3.04 -0.52 0.07 0.100
H 1.88 0.57 0.81 0.096
H 2.70 1.03 -1.70 0.069
H 0.95 1.25 -1.24 0.054
H 1.46 -0.10 -2.14 0.074
H -0.05 -0.70 2.72 0.074
H -0.64 0.96 2.91 0.078
H -1.98 1.39 -2.02 0.007
H -1.76 0.12 -2.79 0.032
O -1.43 1.02 -2.72 -0.065
```

Properties
- Net charge: 0
- Molecular weight: 133.19 g/mol
- Orbital gap: 10.27 eV
- SMILES: CCCC[C@H](N)C=O.O
- HOMO: -9.42 eV

entry R comes first in stability; the runner-up is 0.0912 hartree higher.

Entry P
Density functional theory data (ωB97M-V/def2-TZVPD) for 2 unconnected molecules or ions with the total composition C6H15NO2.

XYZ file:
```
24
Properties=species:S:1:pos:R:3:lowdin_charge:R:1
C 2.35 -0.20 0.48 -0.347
C 2.63 -1.42 -0.37 -0.086
O 2.75 -0.45 1.82 -0.079
N -0.02 1.54 -0.10 0.029
O 0.47 1.74 -1.20 -0.021
H 2.67 0.39 2.30 0.092
H 2.89 0.67 0.10 0.114
H 2.09 -2.29 0.01 0.075
H 3.70 -1.67 -0.35 0.077
H 2.33 -1.24 -1.40 0.074
C -1.29 0.52 -0.13 -0.566
C -1.38 -0.24 -1.45 -0.063
C -1.30 -0.45 1.06 -0.060
C -2.50 1.46 0.00 -0.068
H 1.20 -0.03 0.47 0.079
H -2.52 2.20 -0.81 0.083
H -1.37 0.43 -2.32 0.078
H -0.55 -0.95 -1.56 0.078
H -2.33 -0.79 -1.53 0.089
H -2.25 -1.00 1.11 0.091
H -1.15 0.08 2.01 0.088
H -0.51 -1.20 0.96 0.071
H -3.44 0.91 -0.04 0.088
H -2.48 2.01 0.95 0.082
```

Properties
- Net charge: 0
- Molecular weight: 133.19 g/mol
- Orbital gap: 8.93 eV
- SMILES: CC(C)(C)N=O.CCO
- HOMO: -9.02 eV

Entry Q
Density functional theory data (ωB97M-V/def2-TZVPD) for 3 unconnected molecules or ions with the total composition C6H15NO2.

XYZ file:
```
24
Properties=species:S:1:pos:R:3:lowdin_charge:R:1
C -1.34 0.19 1.42 -0.379
C -2.47 0.67 2.27 -0.045
O -1.29 -0.98 0.94 -0.090
O -1.83 0.98 -0.39 -0.073
H -1.85 -0.06 -0.51 0.119
H -0.97 1.27 -0.78 0.016
H -0.42 0.78 1.52 0.122
H -3.33 0.00 2.18 0.087
H -2.14 0.71 3.31 0.083
H -2.76 1.67 1.96 0.081
C 2.02 -1.23 0.62 -0.095
C 0.73 -1.12 -1.95 -0.037
N 1.99 -0.02 -0.17 -0.036
C 1.18 0.14 -1.27 -0.442
C 0.83 1.36 -1.73 -0.023
H 2.19 0.84 0.33 0.123
H 2.72 -1.08 1.44 0.084
H 1.03 -1.49 1.02 0.064
H 2.39 -2.06 0.02 0.079
H 1.59 -1.73 -2.23 0.086
H 0.11 -1.71 -1.28 0.076
H 0.16 -0.88 -2.85 0.083
H 1.18 2.27 -1.26 0.059
H 0.29 1.47 -2.66 0.059
```

Properties
- Net charge: 0
- Molecular weight: 133.19 g/mol
- Orbital gap: 8.97 eV
- SMILES: C=C(C)NC.CC=O.O
- HOMO: -8.08 eV

Entry R
Density functional theory data (ωB97M-V/def2-TZVPD) for C6H15NO2 in the gas phase.

XYZ file:
```
24
Properties=species:S:1:pos:R:3:lowdin_charge:R:1
C 0.76 1.17 -0.70 -0.355
C -0.58 0.52 -1.58 -0.317
C 0.33 -0.36 1.13 -0.460
C -1.97 0.06 -1.16 -0.072
C 0.79 -1.73 1.61 -0.053
C -0.01 0.59 2.28 -0.055
N 1.29 0.23 0.22 0.008
O 1.70 1.51 -1.66 0.002
O 0.08 -0.51 -2.32 -0.067
H 1.79 0.74 -2.23 0.090
H -0.49 -0.78 -3.05 0.097
H 1.78 -0.50 -0.28 0.117
H 0.41 2.07 -0.19 0.141
H -0.74 1.37 -2.27 0.126
H -0.61 -0.47 0.50 0.104
H -2.65 0.11 -2.01 0.078
H -1.96 -0.97 -0.82 0.075
H -2.36 0.70 -0.36 0.082
H 1.00 -2.38 0.76 0.077
H -0.36 1.54 1.90 0.066
H -0.78 0.15 2.91 0.077
H 0.01 -2.19 2.22 0.078
H 1.69 -1.64 2.22 0.082
H 0.88 0.77 2.89 0.082
```

Properties
- Net charge: 0
- Molecular weight: 133.19 g/mol
- Orbital gap: 9.19 eV
- SMILES: CC(C)N[C@@H](O)[C@H](C)O
- HOMO: -8.50 eV

entry R comes first in stability; the runner-up is 0.0244 hartree higher.

Entry P
Density functional theory data (ωB97M-V/def2-TZVPD) for C5H9Cl2N in the gas phase.

XYZ file:
```
17
Properties=species:S:1:pos:R:3:lowdin_charge:R:1
C -0.69 0.82 -2.05 -1.085
C 0.26 0.95 -0.89 -0.330
C 1.23 -0.38 1.10 -0.215
C 0.23 -1.23 1.86 -0.130
C -0.81 -0.73 0.75 -0.144
H -1.72 0.73 -1.68 0.063
H -0.16 1.84 -0.34 0.112
H 1.29 1.23 -1.18 0.127
H 1.35 0.61 1.61 0.122
H 2.19 -0.95 0.92 0.123
H -0.04 -1.13 2.94 0.115
H 0.42 -2.26 1.65 0.083
H -1.40 0.12 1.16 0.105
H -1.48 -1.45 0.24 0.109
N 0.35 -0.23 -0.03 -0.183
Cl -0.29 -0.39 -3.29 0.566
Cl -0.73 2.45 -2.79 0.560
```

Properties
- Net charge: 0
- Molecular weight: 154.04 g/mol
- Orbital gap: 9.59 eV
- SMILES: ClC(Cl)CN1CCC1
- HOMO: -8.69 eV

Entry Q
Density functional theory data (ωB97M-V/def2-TZVPD) for C5H9Cl2N in the gas phase.

XYZ file:
```
17
Properties=species:S:1:pos:R:3:lowdin_charge:R:1
C -0.98 2.19 -0.17 -0.101
C 0.13 0.10 0.47 -0.350
C 1.42 -0.83 0.28 -0.692
C 0.50 -1.84 -0.46 -0.179
C -0.66 -1.23 0.36 -0.627
H -1.74 1.71 0.37 0.039
H -1.43 2.73 -1.01 0.085
H -0.57 2.95 0.50 0.081
H 0.69 1.31 -0.92 0.048
H 0.04 0.67 1.37 0.127
H 1.65 -1.27 1.27 0.106
H 0.78 -2.85 -0.41 0.094
H 0.45 -1.48 -1.45 0.092
H -0.77 -1.71 1.32 0.095
N -0.16 1.04 -0.58 -0.085
Cl 2.89 -0.30 -0.45 0.659
Cl -2.23 -1.17 -0.47 0.610
```

Properties
- Net charge: 0
- Molecular weight: 154.04 g/mol
- Orbital gap: 10.00 eV
- SMILES: CN[C@@H]1[C@H](Cl)C[C@@H]1Cl
- HOMO: -9.15 eV

entry Q comes first in stability; the runner-up is 0.0093 hartree higher.